Entry 1:
{"formula": "C43H46Li2O19S", "method": "the ωB97M-V functional and the def2-TZVPD basis", "elements": ["Li", "Li", "S", "O", "O", "O", "O", "C", "O", "H", "H", "H", "H", "C", "C", "C", "C", "C", "C", "O", "O", "H", "H", "H", "H", "H", "H", "C", "C", "C", "C", "C", "C", "O", "O", "H", "H", "H", "H", "H", "H", "C", "C", "C", "C", "C", "C", "O", "O", "H", "H", "H", "H", "H", "H", "C", "C", "C", "C", "C", "C", "O", "O", "H", "H", "H", "H", "H", "H", "C", "C", "C", "C", "C", "C", "O", "O", "H", "H", "H", "H", "H", "H", "C", "C", "C", "C", "C", "C", "O", "O", "H", "H", "H", "H", "H", "H", "C", "C", "C", "C", "C", "C", "O", "O", "H", "H", "H", "H", "H", "H"], "coordinates": [[51.3300, 39.7340, 29.1260], [50.7650, 37.9840, 23.7460], [51.9470, 38.1300, 26.4130], [53.1900, 38.1370, 25.6380], [51.9320, 39.2540, 27.3860], [50.8000, 38.2390, 25.4890], [51.8190, 36.8610, 27.1990], [48.8300, 37.8000, 29.7090], [50.3130, 37.7650, 29.4010], [48.1990, 37.8100, 28.9430], [48.6160, 38.7570, 29.8940], [48.4800, 37.0920, 30.3810], [50.4700, 37.1820, 28.7100], [57.0820, 40.8470, 23.2960], [56.5180, 39.8470, 24.0540], [56.3410, 40.0080, 25.4280], [56.7860, 41.1120, 26.1590], [57.3700, 42.2320, 25.3270], [57.5030, 42.0350, 23.9510], [58.0450, 43.0320, 23.2000], [55.8070, 38.9780, 26.2620], [57.0970, 40.7430, 22.2720], [56.3990, 39.1670, 23.4160], [56.7860, 40.9340, 27.1960], [57.6200, 42.8060, 25.8990], [58.7940, 43.5060, 23.6470], [55.0390, 38.5470, 26.0490], [53.2030, 40.4220, 23.1720], [53.4730, 41.4780, 22.3210], [53.3780, 41.4310, 20.9100], [52.9880, 40.2220, 20.3240], [52.6740, 39.0340, 21.1340], [52.8410, 39.1670, 22.5780], [52.8520, 38.0840, 23.3170], [53.7400, 42.4880, 20.1430], [53.3980, 40.5490, 24.2010], [53.9390, 42.3910, 22.7070], [53.0330, 40.2570, 19.3670], [52.6040, 38.2360, 20.7500], [53.1060, 38.1730, 24.2440], [54.4990, 42.9500, 20.5130], [45.2600, 39.1710, 26.3580], [46.4610, 39.8990, 26.2450], [47.6550, 39.1710, 26.1440], [47.6780, 37.8160, 26.3580], [46.5210, 37.1200, 26.4500], [45.2680, 37.6820, 26.5160], [44.1860, 36.9910, 26.6660], [48.8280, 39.8030, 26.0300], [44.1970, 39.6670, 26.3680], [46.3060, 40.8690, 25.8870], [48.3820, 37.2320, 26.3680], [46.4020, 36.1010, 26.4830], [44.3700, 36.3360, 27.1690], [49.5410, 39.2220, 25.6690], [47.6990, 42.0340, 29.2370], [47.2960, 43.3800, 29.8150], [48.1560, 44.2670, 30.4080], [49.4800, 43.8940, 30.3480], [49.9810, 42.6850, 29.8670], [49.0320, 41.7400, 29.2580], [49.6730, 40.7230, 28.5610], [47.7680, 45.4220, 30.9280], [46.7240, 41.4260, 28.9610], [46.4690, 43.7270, 29.5710], [50.1670, 44.6560, 30.7570], [51.1600, 42.5220, 30.0470], [49.1670, 40.5360, 27.7940], [46.7590, 45.4690, 31.0890], [52.5580, 34.5820, 24.8150], [52.7620, 34.3290, 23.4480], [51.8680, 33.3400, 22.8970], [50.9100, 32.5900, 23.6650], [50.7620, 32.8910, 25.1080], [51.6030, 33.9700, 25.5900], [51.4830, 34.2370, 26.9050], [52.2400, 32.9430, 21.6870], [53.0250, 35.4140, 25.3370], [53.4470, 34.7450, 22.8830], [50.4170, 31.9110, 23.0940], [49.9160, 32.3900, 25.6240], [51.7640, 35.2110, 27.1190], [52.9250, 33.3690, 21.1820], [55.8360, 38.1140, 29.4820], [54.6000, 37.4680, 28.9950], [54.2670, 36.2780, 29.5190], [54.9290, 35.6270, 30.5110], [56.1540, 36.2510, 31.0260], [56.6110, 37.4870, 30.4690], [57.7530, 38.0590, 30.8010], [53.1690, 35.6760, 29.0470], [56.0940, 38.9850, 28.9120], [54.2210, 37.9530, 28.0410], [54.7370, 34.6390, 30.9570], [56.7260, 35.9000, 31.8020], [58.0090, 38.9790, 30.5480], [52.7690, 36.3450, 28.3900], [54.4990, 43.1980, 27.6650], [55.4560, 43.4550, 28.6710], [55.6150, 42.6010, 29.7480], [55.0170, 41.4350, 29.7240], [53.9940, 41.1710, 28.8020], [53.7170, 42.0350, 27.7560], [52.8900, 41.6810, 26.8200], [56.6390, 42.7730, 30.6740], [54.3270, 43.9220, 26.9550], [56.1420, 44.4160, 28.6810], [55.2080, 40.5660, 30.5610], [53.4550, 40.2310, 28.7740], [52.4910, 40.8070, 27.0180], [56.3470, 42.6670, 31.5130]], "atomic_forces_ev_per_a": [[-0.630, -0.678, -0.361], [0.707, -0.229, -0.566], [0.545, -1.125, 2.443], [0.215, 0.080, 1.303], [-0.194, -0.323, -0.714], [-0.372, 0.002, -0.515], [-0.320, 1.748, -1.171], [4.664, -1.071, 0.165], [-2.927, 2.109, 2.660], [-1.932, -1.318, -4.492], [-0.215, 3.852, 2.421], [0.023, -1.184, 1.645], [0.589, -1.896, -2.144], [0.061, 2.251, 3.584], [1.496, 6.143, 3.675], [-0.979, -1.533, 1.721], [0.791, 0.444, -5.383], [-6.467, -15.604, -8.200], [-0.029, 0.242, 1.122], [1.317, 1.139, -0.574], [4.248, 2.455, 0.673], [0.468, -0.057, -2.110], [-2.097, -6.853, -3.653], [-0.081, 0.816, 1.273], [5.582, 12.749, 9.959], [-1.281, -0.844, -0.377], [-3.046, -1.262, -1.691], [-0.393, -0.690, -2.690], [0.480, 0.835, -0.577], [-0.242, -1.929, 1.855], [-0.548, -0.713, 7.498], [2.446, 13.992, 6.460], [0.768, 2.679, -2.801], [-1.845, -2.788, -1.562], [-0.048, 0.242, -0.703], [0.096, -0.171, 1.083], [-0.427, -0.199, 0.273], [-0.061, -0.594, -6.391], [-1.285, -11.049, -5.218], [0.487, 0.406, 1.135], [-0.096, -0.038, 0.181], [-1.915, -2.037, 0.847], [-1.615, -2.748, -0.924], [-0.242, -0.116, 1.088], [-7.104, 4.885, -0.628], [-2.880, 0.875, 0.414], [3.250, 6.449, -1.074], [-4.436, 5.483, -4.679], [1.027, 1.609, -0.582], [2.348, -0.765, -0.104], [0.557, 1.669, 0.047], [8.485, -5.150, -0.036], [0.963, -2.709, 0.151], [1.452, -7.320, 5.224], [-0.327, 0.229, 0.766], [-3.003, 2.420, 1.402], [7.572, -5.173, 0.562], [-0.775, -2.646, -1.544], [2.647, 0.327, 1.125], [0.046, 0.189, 0.346], [2.394, 1.388, 0.350], [0.288, 0.188, 2.176], [-2.261, 1.725, 1.056], [2.782, 0.864, -0.045], [-8.147, 2.478, -1.770], [-0.029, -0.670, -0.173], [-2.975, 0.046, -0.986], [-0.656, -0.767, -1.853], [2.543, -0.359, -0.588], [0.369, 1.386, -0.922], [-6.096, -3.471, 4.227], [2.347, 1.180, 2.722], [2.826, 4.097, 2.683], [0.746, 0.867, -3.747], [-1.981, -2.894, 0.265], [0.291, 2.250, 1.010], [-1.669, -2.431, -2.617], [0.594, -0.196, -0.246], [3.360, 2.171, -2.572], [-1.745, -2.231, -0.973], [1.094, 0.595, 0.085], [-0.603, -2.502, -0.830], [0.249, 0.745, 0.619], [-2.819, -2.433, -0.760], [4.336, 3.995, -0.480], [-1.977, -1.477, -0.225], [4.715, 0.782, 2.895], [-2.444, 1.731, -3.090], [-3.018, 0.201, -1.859], [3.209, 0.708, 1.816], [-1.718, 0.517, -1.495], [0.599, 0.363, 0.180], [-0.051, -0.998, 1.582], [-0.600, 0.674, -0.656], [1.082, -1.361, 1.693], [-1.301, -1.326, -0.165], [0.511, -1.592, 1.186], [0.877, -0.835, 2.689], [0.548, 2.502, -0.503], [2.806, 1.595, 0.128], [-3.059, -5.690, 2.185], [0.230, -0.169, 0.266], [2.307, 0.402, 1.467], [-1.864, 0.016, -1.898], [1.628, 1.415, -4.236], [-0.269, 1.267, -1.801], [-1.671, -1.998, -0.267], [-0.300, 2.441, -2.143], [0.466, -0.233, 0.277], [0.129, 0.140, -0.261], [-1.586, -0.601, 3.969]], "orbital_gap_ev": 6.693, "largest_force_ha_per_bohr": 0.3651, "homo_energy_ev": -7.31, "relative_energy_kcal_mol": 51.5, "charge": 0, "energy_ev": -95475.0188}

Entry 2:
{"formula": "C43H47BiN5O7S3", "method": "the ωB97M-V functional and the def2-TZVPD basis", "elements": ["Bi", "O", "C", "O", "C", "O", "C", "C", "O", "O", "H", "H", "H", "H", "H", "C", "C", "C", "C", "C", "C", "C", "C", "C", "C", "C", "C", "N", "C", "O", "C", "C", "C", "C", "C", "N", "C", "O", "N", "C", "C", "C", "C", "C", "C", "C", "C", "C", "C", "C", "C", "H", "H", "H", "H", "H", "H", "H", "H", "H", "H", "H", "H", "H", "H", "H", "H", "H", "H", "H", "H", "H", "H", "H", "H", "H", "H", "H", "H", "H", "H", "H", "H", "H", "H", "H", "H", "H", "S", "C", "S", "C", "N", "N", "C", "C", "C", "C", "C", "C", "S", "H", "H", "H", "H", "H"], "coordinates": [[-0.0389, -0.4381, 0.1964], [3.6408, 1.8663, 3.3824], [2.6722, 1.3929, 2.5552], [1.8098, 0.7337, 3.0004], [3.1170, 1.6543, 1.1370], [2.0190, 1.4489, 0.2338], [2.0043, 2.2726, -0.9058], [0.7056, 2.1915, -1.7164], [0.5013, 3.0169, -2.5903], [-0.0054, 1.1681, -1.4476], [3.4869, 1.5178, 4.2769], [3.9332, 0.9483, 0.9374], [3.5323, 2.6295, 1.0808], [2.8469, 1.9695, -1.5669], [2.1636, 3.3398, -0.6538], [-1.9370, 3.0383, 3.7389], [-0.8647, 2.7396, 2.7612], [0.3826, 3.4874, 2.9435], [-1.4661, 2.9654, 1.3871], [-1.4138, 4.2873, 0.8996], [-1.8917, 4.6683, -0.3131], [-2.5185, 3.6677, -1.0383], [-2.5802, 2.3836, -0.6226], [-3.2229, 1.3174, -1.4867], [-4.5189, 0.7290, -0.7642], [-3.5860, 1.6621, -2.9233], [-2.0597, 1.9972, 0.5840], [-1.9132, 0.6098, 0.9126], [-2.7432, 0.0129, 1.8026], [-3.5793, 0.5539, 2.5330], [-2.5054, -1.4235, 2.0369], [-3.3996, -2.2699, 2.7221], [-3.0526, -3.6378, 2.8152], [-1.8553, -4.0883, 2.2570], [-1.0161, -3.1905, 1.7473], [-1.3501, -1.8927, 1.6043], [0.4340, -3.5610, 1.4332], [0.6565, -4.7295, 1.6226], [1.2048, -2.5188, 1.1112], [2.5386, -2.2955, 1.4998], [2.8624, -2.1109, 2.9155], [4.1340, -1.6672, 3.2389], [5.1119, -1.4395, 2.2589], [4.8312, -1.7287, 0.9628], [3.5781, -2.1746, 0.4922], [3.4465, -2.5344, -0.9555], [2.7048, -3.8393, -1.1589], [2.9492, -1.2918, -1.7977], [1.7722, -2.3861, 4.0114], [1.8784, -3.8766, 4.4132], [1.9205, -1.5660, 5.2770], [-1.6956, 2.9277, 4.8305], [-2.1112, 4.1219, 3.5884], [-2.8916, 2.5681, 3.5819], [-0.6851, 1.6949, 2.8825], [0.0697, 4.5723, 2.9987], [0.9071, 3.2537, 3.8720], [1.1151, 3.3202, 2.1167], [-1.0061, 4.9985, 1.6683], [-1.7583, 5.6773, -0.6750], [-2.9704, 3.8791, -1.9908], [-2.4963, 0.5352, -1.6396], [-5.4342, 1.2989, -1.1263], [-4.7264, -0.2758, -1.0629], [-4.4577, 0.8299, 0.2867], [-4.3075, 2.5492, -3.0473], [-2.6500, 1.9024, -3.5206], [-4.1585, 0.8635, -3.3351], [-4.3602, -1.9493, 3.1213], [-3.6703, -4.3379, 3.3427], [-1.5602, -5.1110, 2.2831], [4.3218, -1.5686, 4.3264], [6.0639, -1.0631, 2.5975], [5.5803, -1.6249, 0.1994], [4.4515, -2.6457, -1.2983], [1.6337, -3.7087, -0.9889], [2.8602, -4.2714, -2.1816], [3.0914, -4.5738, -0.4204], [1.8923, -1.0066, -1.5620], [3.6155, -0.4289, -1.6039], [3.0679, -1.5354, -2.8576], [0.8157, -2.1058, 3.5486], [2.8663, -4.1176, 4.8792], [1.1354, -4.1045, 5.1843], [1.6918, -4.5199, 3.5628], [2.7766, -1.8559, 5.9117], [2.0531, -0.5138, 5.0650], [1.0512, -1.7745, 5.8842], [0.4622, -2.1390, -6.9867], [-0.2000, -1.8730, -5.5137], [0.1657, -2.8686, -4.1180], [-0.8027, -1.7825, -3.0886], [-1.4229, -0.8754, -3.7732], [-1.0105, -0.9158, -5.1262], [-1.4282, 0.1947, -5.9396], [-2.5482, 0.0043, -6.7711], [-2.9745, 1.0460, -7.5187], [-2.3388, 2.2512, -7.5394], [-1.2027, 2.4802, -6.6885], [-0.7580, 1.4102, -5.8635], [-1.1676, -2.2507, -1.4585], [-2.9834, -0.9500, -6.7741], [-3.8154, 0.7693, -8.1511], [-2.7713, 2.9722, -8.2142], [-0.6934, 3.4435, -6.5511], [0.0484, 1.5745, -5.1873]], "atomic_forces_ev_per_a": [[0.164, -0.325, 0.104], [0.390, 0.562, 0.001], [2.697, 0.207, 0.365], [-2.488, -1.044, -0.183], [-1.335, -1.028, -0.684], [0.331, 0.071, 1.111], [1.096, 1.108, -0.673], [0.416, -0.455, -0.024], [0.167, 0.094, 0.107], [-0.683, -0.375, -0.259], [-0.162, 0.016, -0.327], [-0.131, -0.114, 0.010], [0.181, 1.111, -0.179], [-0.454, 0.210, 0.091], [-0.045, -0.419, 0.105], [-0.578, 2.347, 2.066], [-1.123, -2.119, -1.099], [1.218, 1.969, 0.269], [0.173, 0.803, -0.553], [0.735, 0.229, 2.572], [-0.254, -0.250, -0.181], [-0.144, 1.396, -1.068], [-1.143, -1.527, -1.171], [-1.541, -0.401, 0.212], [-0.123, 1.746, -2.006], [0.281, 2.655, -0.415], [1.298, -0.217, 1.671], [-0.803, -0.372, 0.097], [0.126, 1.506, 0.775], [-0.090, 0.053, -0.662], [-0.333, -1.442, 0.244], [0.227, -1.165, -0.153], [0.205, 1.431, -0.432], [-1.851, -0.837, 1.236], [1.640, 2.478, -1.521], [-0.039, -0.637, 0.064], [-0.702, 1.702, 0.107], [1.416, -2.029, 0.046], [-0.030, 0.220, 0.400], [0.853, -0.591, -0.326], [-0.870, -0.006, -1.182], [-0.430, -0.369, 0.650], [-0.347, 0.068, 1.713], [-0.713, -0.259, -1.457], [-0.614, 0.279, 2.885], [-0.837, 1.435, -0.293], [0.028, -0.762, -0.502], [-0.028, -0.607, 0.531], [1.694, -0.238, -0.850], [-0.103, 0.104, 0.324], [0.745, -0.061, 0.296], [0.221, -0.125, -0.926], [-0.310, -0.134, 0.431], [-0.094, -0.525, -0.397], [0.505, -1.073, -0.270], [1.034, -0.925, 0.004], [-0.192, -0.071, 0.109], [-0.721, 0.371, 0.430], [-0.393, -0.315, -1.490], [-0.216, 0.035, -0.080], [0.082, 0.240, -0.288], [0.264, -0.515, 0.426], [1.057, -0.309, 0.512], [0.186, -0.892, -0.075], [-0.090, -0.043, 1.018], [1.047, -0.900, 0.465], [-1.197, -0.460, 0.506], [0.025, -0.929, -0.552], [0.451, 0.337, -0.127], [-0.436, -0.120, 0.064], [0.198, -0.535, 0.116], [0.289, 0.215, -0.812], [0.289, -0.020, -0.249], [0.519, 0.126, -0.150], [0.892, -0.353, -0.260], [0.134, -0.156, -0.068], [-0.106, 0.484, 0.734], [-0.370, 0.320, -0.436], [0.899, -0.266, -0.439], [-0.415, -0.336, 0.096], [-0.406, 0.086, 0.010], [0.097, -0.436, 0.166], [-0.568, 0.391, -0.560], [-0.105, -0.015, -0.050], [0.150, -0.219, -0.043], [-0.116, -0.165, -0.406], [-0.392, 0.312, 0.037], [-0.384, 0.363, 0.254], [0.188, -0.049, -0.855], [0.989, -1.214, 0.404], [-0.163, 0.627, 0.385], [-0.553, -0.524, -1.194], [0.825, 0.011, -0.364], [-1.172, 1.405, 1.611], [-0.531, -0.174, -0.373], [2.501, 0.313, 1.959], [-1.150, -1.020, -1.089], [1.584, 1.187, 0.975], [-0.995, -1.076, 0.079], [-1.245, 0.637, -1.293], [0.129, 0.445, 0.408], [-0.703, -1.062, -0.123], [-0.031, 0.793, -0.172], [0.360, 0.565, 0.101], [-0.419, -0.405, -0.467], [0.469, -0.054, 0.454]], "orbital_gap_ev": 7.358, "largest_force_ha_per_bohr": 0.0649, "homo_energy_ev": -5.42, "relative_energy_kcal_mol": 24.7, "charge": -1, "energy_ev": -105485.9327}